Here is a 12-piece molecular cluster, C18H48N12O21 overall at a distorted geometry from OMol25. Energies are from ωB97M-V with the def2-TZVPD basis set.

Last columns: bonded neighbours and bond lengths (Å).
Element x y z (Å)
1 C 1.039 6.094 0.438  N2 1.471, H5 1.085, H6 1.090, H7 1.078
2 N 0.391 4.982 -0.275  C1 1.471, O3 1.177, O4 1.195
3 O -0.781 4.913 -0.191  N2 1.177
4 O 1.075 4.157 -0.802  N2 1.195
5 H 0.994 5.856 1.496  C1 1.085
6 H 0.414 6.967 0.248  C1 1.090
7 H 2.029 6.297 0.064  C1 1.078
8 C 3.319 1.840 -2.609  N9 1.512, H12 1.084, H13 1.084, H14 1.085
9 N 2.410 1.027 -3.503  C8 1.512, O10 1.186, O11 1.182
10 O 1.272 0.918 -3.187  N9 1.186
11 O 2.904 0.420 -4.388  N9 1.182
12 H 4.062 2.292 -3.255  C8 1.084
13 H 3.683 1.139 -1.867  C8 1.084
14 H 2.715 2.620 -2.160  C8 1.085
15 C 0.355 -2.037 -4.245  N16 1.499, H19 1.077, H20 1.082, H21 1.087
16 N 0.621 -1.542 -5.634  C15 1.499, O17 1.202, O18 1.214
17 O 1.461 -2.122 -6.268  N16 1.202
18 O 0.075 -0.519 -5.996  N16 1.214
19 H -0.425 -1.456 -3.782  C15 1.077
20 H 1.274 -1.925 -3.685  C15 1.082
21 H 0.028 -3.068 -4.343  C15 1.087
22 C 1.785 -4.491 -0.090  N23 1.500, H26 1.078, H27 1.086, H28 1.081
23 N 2.259 -5.727 -0.794  C22 1.500, O24 1.192, O25 1.230
24 O 2.368 -5.664 -1.979  N23 1.192
25 O 2.543 -6.714 -0.116  N23 1.230
26 H 1.087 -3.959 -0.715  C22 1.078
27 H 2.712 -3.975 0.141  C22 1.086
28 H 1.342 -4.837 0.834  C22 1.081
29 C 5.465 -1.637 -2.397  N30 1.487, H33 1.079, H34 1.080, H35 1.090
30 N 4.508 -2.714 -2.027  C29 1.487, O31 1.190, O32 1.219
31 O 4.967 -3.725 -1.599  N30 1.190
32 O 3.320 -2.518 -2.219  N30 1.219
33 H 4.932 -0.897 -2.974  C29 1.079
34 H 6.296 -2.068 -2.936  C29 1.080
35 H 5.804 -1.194 -1.461  C29 1.090
36 C -0.311 -1.588 4.113  N37 1.468, H40 1.084, H41 1.089, H42 1.083
37 N 0.666 -1.680 3.021  C36 1.468, O38 1.185, O39 1.193
38 O 0.677 -2.670 2.369  N37 1.185
39 O 1.350 -0.723 2.825  N37 1.193
40 H 0.175 -1.136 4.971  C36 1.084
41 H -0.579 -2.603 4.402  C36 1.089
42 H -1.194 -1.058 3.779  C36 1.083
43 C -1.267 2.555 3.858  N44 1.474, H47 1.083, H48 1.091, H49 1.083
44 N -0.167 3.444 4.270  C43 1.474, O45 1.175, O46 1.173
45 O -0.412 4.492 4.742  N44 1.175
46 O 0.920 3.054 4.060  N44 1.173
47 H -1.472 2.722 2.807  C43 1.083
48 H -2.220 2.735 4.359  C43 1.091
49 H -0.987 1.550 4.146  C43 1.083
50 C 4.002 2.346 3.671  N51 1.483, H54 1.083, H55 1.080, H56 1.079
51 N 5.258 1.709 3.208  C50 1.483, O52 1.176, O53 1.178
52 O 5.182 0.594 2.842  N51 1.176
53 O 6.237 2.359 3.134  N51 1.178
54 H 3.938 2.067 4.716  C50 1.083
55 H 3.205 1.950 3.060  C50 1.080
56 H 4.022 3.411 3.500  C50 1.079
57 C -2.531 -4.342 0.295  N58 1.497, H61 1.083, H62 1.075, H63 1.083
58 N -1.836 -4.325 1.620  C57 1.497, O59 1.198, O60 1.182
59 O -2.397 -3.831 2.556  N58 1.198
60 O -0.920 -5.069 1.698  N58 1.182
61 H -3.180 -5.203 0.401  C57 1.083
62 H -1.785 -4.413 -0.475  C57 1.075
63 H -3.095 -3.419 0.241  C57 1.083
64 C -3.607 1.593 -2.092  O65 1.204, N66 1.341, H69 1.099
65 O -4.071 2.326 -1.256  C64 1.204
66 N -2.690 1.927 -3.012  C64 1.341, C67 1.456, C68 1.396
67 C -2.079 0.890 -3.832  N66 1.456, H70 1.097, H71 1.091, H72 1.089
68 C -2.025 3.152 -2.931  N66 1.396, H73 1.090, H74 1.085, H75 1.095
69 H -3.937 0.547 -2.166  C64 1.099
70 H -1.171 0.480 -3.373  C67 1.097
71 H -1.782 1.350 -4.775  C67 1.091
72 H -2.683 0.016 -4.074  C67 1.089
73 H -1.878 3.601 -3.913  C68 1.090
74 H -2.597 3.843 -2.321  C68 1.085
75 H -1.046 3.037 -2.454  C68 1.095
76 C -4.023 0.746 2.174  O77 1.208, N78 1.342, H81 1.106
77 O -2.824 0.611 2.126  C76 1.208
78 N -4.926 -0.242 2.266  C76 1.342, C79 1.434, C80 1.435
79 C -6.335 0.006 2.173  N78 1.434, H82 1.099, H83 1.090, H84 1.088
80 C -4.510 -1.524 2.760  N78 1.435, H85 1.082, H86 1.092, H87 1.088
81 H -4.516 1.712 1.958  C76 1.106
82 H -6.828 -0.212 3.130  C79 1.099
83 H -6.771 -0.642 1.412  C79 1.090
84 H -6.581 1.042 1.953  C79 1.088
85 H -3.515 -1.462 3.178  C80 1.082
86 H -5.172 -1.882 3.550  C80 1.092
87 H -4.501 -2.256 1.955  C80 1.088
88 C -0.978 -0.964 -0.546  O89 1.246, N90 1.346, H93 1.113
89 O -0.747 -2.104 -0.991  C88 1.246
90 N -0.082 0.005 -0.278  C88 1.346, C91 1.458, C92 1.456
91 C -0.468 1.411 -0.280  N90 1.458, H94 1.091, H95 1.078, H96 1.090
92 C 1.345 -0.281 -0.302  N90 1.456, H97 1.091, H98 1.087, H99 1.091
93 H -2.036 -0.667 -0.376  C88 1.113
94 H -1.550 1.463 -0.408  C91 1.091
95 H 0.054 1.991 -1.025  C91 1.078
96 H -0.252 1.795 0.718  C91 1.090
97 H 1.884 0.623 -0.015  C92 1.091
98 H 1.640 -1.012 0.446  C92 1.087
99 H 1.681 -0.579 -1.296  C92 1.091

## Properties
molecular weight	768.65	g/mol
energy relative to the best compared isomer or geometry (same formula, charge and spin)	0.000	eV
net charge	0
LUMO	-0.2	eV
SMILES	C[N+](=O)[O-].C[N+](=O)[O-].C[N+](=O)[O-].C[N+](=O)[O-].C[N+](=O)[O-].C[N+](=O)[O-].C[N+](=O)[O-].C[N+](=O)[O-].C[N+](=O)[O-].CN(C)C=O.CN(C)C=O.CN(C)C=O